No. 1
{"formula": "C45H38Cl5O7P4ReSi", "method": "ωB97M-V with the def2-TZVPD basis set", "species": ["Re", "C", "Si", "C", "C", "C", "C", "C", "C", "P", "C", "C", "C", "C", "C", "C", "C", "C", "C", "C", "C", "C", "C", "C", "C", "C", "C", "C", "P", "C", "C", "C", "C", "C", "C", "C", "C", "C", "C", "C", "C", "H", "H", "H", "H", "H", "H", "H", "H", "H", "H", "H", "H", "H", "H", "H", "H", "H", "H", "H", "H", "H", "H", "H", "H", "H", "H", "H", "H", "H", "H", "H", "Cl", "C", "C", "C", "Cl", "C", "Cl", "C", "Cl", "C", "Cl", "C", "C", "O", "P", "O", "O", "O", "P", "O", "O", "O", "H", "H", "H", "H", "H", "H", "H"], "xyz": [[0.0561, -0.3390, 0.3154], [-3.7099, 0.6200, 0.1525], [-1.9072, 1.2507, 0.1806], [-1.8797, 2.1599, 1.8739], [-2.5086, 3.3818, 2.0565], [-2.4890, 4.0040, 3.2947], [-1.8628, 3.3955, 4.3713], [-1.2568, 2.1595, 4.2170], [-1.2594, 1.5495, 2.9674], [-0.5121, -0.0814, 2.6565], [-1.8370, -1.2282, 3.1391], [-1.6008, -2.5980, 3.0560], [-2.5837, -3.4955, 3.4302], [-3.8090, -3.0291, 3.8819], [-4.0519, -1.6668, 3.9557], [-3.0704, -0.7640, 3.5845], [0.7518, -0.2339, 3.9603], [0.8079, -1.3046, 4.8453], [1.8166, -1.3654, 5.7937], [2.7659, -0.3616, 5.8692], [2.6960, 0.7242, 5.0080], [1.6993, 0.7874, 4.0536], [-1.3992, 2.4235, -1.2316], [-2.3459, 3.0567, -2.0244], [-1.9582, 3.8179, -3.1140], [-0.6140, 3.9840, -3.4028], [0.3471, 3.3824, -2.6075], [-0.0462, 2.5758, -1.5477], [1.1788, 1.7737, -0.4607], [1.7212, 3.2967, 0.4055], [1.0363, 3.7744, 1.5157], [1.3043, 5.0376, 2.0151], [2.2603, 5.8384, 1.4127], [2.9573, 5.3628, 0.3134], [2.6892, 4.1036, -0.1933], [2.6731, 1.3340, -1.3874], [2.6305, 0.9974, -2.7349], [3.7614, 0.4942, -3.3538], [4.9320, 0.3210, -2.6351], [4.9964, 0.7161, -1.3072], [3.8751, 1.2267, -0.6840], [-4.3962, 1.4238, 0.4030], [-3.9974, 0.2044, -0.8051], [-3.8273, -0.1660, 0.8950], [-3.0079, 3.8500, 1.2217], [-2.9606, 4.9667, 3.4199], [-1.8474, 3.8829, 5.3344], [-0.7751, 1.6804, 5.0572], [-0.6424, -2.9474, 2.7011], [-2.3934, -4.5582, 3.3743], [-4.5753, -3.7291, 4.1753], [-5.0077, -1.3036, 4.3025], [-3.2628, 0.2957, 3.6452], [0.0632, -2.0848, 4.8036], [1.8596, -2.2033, 6.4735], [3.5627, -0.4260, 6.5943], [3.4263, 1.5162, 5.0775], [1.6502, 1.6196, 3.3634], [-3.3949, 2.9314, -1.8039], [-2.7063, 4.2683, -3.7497], [-0.3120, 4.5750, -4.2545], [1.3955, 3.5261, -2.8316], [0.2868, 3.1561, 1.9806], [0.7514, 5.4029, 2.8677], [2.4633, 6.8279, 1.7938], [3.7042, 5.9816, -0.1613], [3.2422, 3.7564, -1.0537], [1.7138, 1.1078, -3.2916], [3.7137, 0.2166, -4.3937], [5.7987, -0.1139, -3.1086], [5.9143, 0.6148, -0.7493], [3.9268, 1.5506, 0.3464], [2.9018, -0.4284, 1.6281], [2.4927, -1.9951, 1.0600], [1.1467, -2.2439, 0.7934], [0.8588, -3.5641, 0.4481], [-0.7648, -4.1248, 0.2904], [1.8576, -4.5269, 0.2567], [1.4492, -6.1238, -0.2320], [3.1957, -4.2048, 0.4656], [4.4295, -5.3671, 0.2148], [3.5134, -2.9238, 0.9118], [5.1356, -2.4995, 1.2581], [-0.1617, -3.6282, -2.9202], [-1.1016, -2.4543, -3.0463], [-1.7318, -2.3791, -4.3063], [-0.3491, -0.7641, -2.8952], [-1.4719, 0.2154, -2.8732], [0.5268, -0.6322, -4.2246], [0.6139, -0.7332, -1.7286], [-2.3734, -2.2581, -1.7307], [-3.0763, -3.6627, -1.5595], [-3.5005, -1.3956, -2.4166], [-1.9267, -1.6482, -0.4457], [0.4164, -3.7265, -3.8403], [-0.7182, -4.5499, -2.7394], [0.5395, -3.4540, -2.1072], [-2.2151, -3.1978, -4.4848], [-3.0638, -0.6010, -2.7853], [-0.0716, -0.6214, -4.9737], [-3.5089, -3.7736, -0.7125]], "forces_ev_per_angstrom": [[0.383, -0.793, -1.736], [0.742, 0.135, -0.382], [-0.544, 0.459, 0.653], [0.132, -0.503, -0.566], [-0.053, 0.069, 0.152], [-0.062, 0.068, -0.108], [0.056, -0.043, 0.093], [0.063, -0.064, 0.015], [0.126, 0.068, -0.310], [-0.508, 0.293, 0.905], [0.143, -0.078, -0.208], [0.017, 0.113, -0.028], [0.009, -0.084, 0.038], [0.006, 0.005, -0.024], [-0.045, -0.025, -0.007], [0.060, 0.007, -0.001], [0.014, 0.047, -0.097], [-0.142, 0.093, -0.212], [0.103, -0.046, 0.066], [-0.036, -0.057, -0.023], [0.002, 0.126, -0.050], [-0.189, -0.111, 0.153], [-0.087, -0.405, 0.487], [0.048, 0.116, 0.038], [-0.093, -0.001, -0.015], [0.064, 0.014, -0.021], [0.015, -0.041, -0.039], [-0.058, -0.179, -0.023], [-0.252, 0.838, -0.282], [0.036, -0.280, 0.396], [0.084, -0.172, 0.004], [-0.030, 0.105, 0.068], [-0.019, -0.058, 0.012], [-0.040, 0.041, -0.027], [0.086, -0.083, -0.037], [-0.068, -0.152, 0.093], [-0.005, 0.057, 0.139], [-0.050, 0.000, -0.036], [0.013, 0.043, 0.018], [0.047, -0.017, 0.041], [-0.141, 0.158, -0.105], [-0.016, 0.263, 0.087], [-0.049, -0.022, -0.118], [0.094, -0.053, 0.128], [-0.057, 0.178, -0.107], [-0.056, 0.105, 0.032], [-0.008, 0.035, 0.087], [0.026, -0.013, 0.087], [0.019, -0.086, 0.009], [0.019, -0.045, -0.019], [-0.094, -0.081, 0.039], [-0.070, 0.022, 0.033], [-0.063, 0.086, 0.012], [-0.004, -0.057, 0.031], [-0.001, -0.058, 0.044], [0.042, 0.026, 0.094], [0.066, 0.073, -0.014], [0.070, 0.147, 0.002], [-0.186, -0.020, -0.020], [-0.048, 0.077, -0.023], [0.029, 0.063, -0.049], [0.051, 0.000, -0.023], [-0.079, 0.065, 0.099], [-0.033, -0.003, 0.095], [0.009, 0.065, 0.050], [0.068, 0.017, -0.041], [-0.002, -0.001, -0.038], [0.068, 0.013, -0.055], [0.003, -0.046, -0.158], [0.097, 0.006, -0.070], [0.108, -0.014, 0.034], [0.094, 0.020, -0.099], [0.310, 0.209, 0.191], [-0.230, -0.346, -0.142], [-0.241, 0.027, -0.033], [0.290, -0.165, 0.136], [0.059, -0.306, 0.193], [-0.010, -0.076, 0.020], [0.041, -0.022, -0.020], [-0.035, 0.093, 0.049], [-0.035, 0.049, 0.020], [-0.008, -0.085, -0.053], [0.146, -0.013, 0.006], [0.184, 0.008, 0.080], [-0.008, 0.654, 0.608], [-0.214, -0.253, -0.428], [-0.626, 0.156, -1.210], [0.101, -0.360, -0.128], [0.292, -0.146, 0.607], [0.220, -0.111, 1.388], [-1.045, 0.192, -0.317], [0.222, -0.031, -0.375], [-0.163, -0.531, 0.062], [1.024, 0.380, 0.412], [-0.071, 0.072, -0.008], [0.120, -0.005, 0.015], [0.033, -0.166, 0.063], [0.043, 0.092, 0.001], [0.141, 0.360, -0.166], [-0.208, 0.010, -0.514], [-0.253, -0.112, 0.380]], "de_lowest_ev": 0.0000, "largest_force_ev_per_a": 1.9, "spin_multiplicity": 4, "total_charge": 1, "lumo_energy_ev": [-3.22, -4.16], "homo_lumo_gap_ev": [7.69, 6.85], "s2": 3.780}



No. 2
{"formula": "C45H38FN3O4P2Pd", "method": "ωB97M-V with the def2-TZVPD basis set", "species": ["Pd", "C", "N", "P", "C", "C", "C", "C", "C", "C", "C", "C", "C", "C", "C", "C", "P", "C", "C", "C", "C", "C", "C", "C", "C", "C", "C", "C", "C", "H", "H", "H", "H", "H", "H", "H", "H", "H", "H", "H", "H", "H", "H", "H", "H", "H", "H", "H", "H", "H", "H", "H", "C", "C", "C", "C", "C", "C", "C", "C", "C", "C", "C", "C", "C", "C", "H", "H", "H", "H", "H", "H", "H", "H", "H", "H", "H", "F", "C", "C", "N", "C", "C", "O", "O", "C", "O", "N", "C", "O", "H", "H", "H", "H"], "xyz": [[-0.0193, -0.1540, 0.0458], [-4.2528, -0.1399, -1.2248], [-2.8413, -0.1390, -0.8363], [-1.8200, -1.5276, -0.8611], [-2.4479, -2.5931, -2.1868], [-2.7061, -3.9423, -1.9475], [-3.2431, -4.7176, -2.9588], [-3.5052, -4.1666, -4.2046], [-3.2035, -2.8347, -4.4562], [-2.6505, -2.0555, -3.4587], [-2.1168, -2.4660, 0.6747], [-3.3884, -2.6172, 1.2165], [-3.5531, -3.3787, 2.3602], [-2.4647, -4.0027, 2.9506], [-1.2006, -3.8750, 2.3949], [-1.0194, -3.0957, 1.2648], [-1.8992, 1.3018, -0.6947], [-2.4248, 2.2095, 0.8075], [-1.3975, 2.8561, 1.4949], [-1.6860, 3.6699, 2.5742], [-3.0019, 3.8307, 2.9829], [-4.0246, 3.1858, 2.3045], [-3.7448, 2.3823, 1.2102], [-2.4438, 2.4347, -2.0012], [-2.8108, 1.9905, -3.2705], [-3.2194, 2.9004, -4.2260], [-3.2277, 4.2581, -3.9366], [-2.8152, 4.7063, -2.6897], [-2.4102, 3.8035, -1.7273], [-4.4599, -0.9768, -1.8924], [-4.5038, 0.7884, -1.7405], [-4.8996, -0.2311, -0.3497], [-2.4965, -4.3771, -0.9815], [-3.4556, -5.7586, -2.7722], [-3.9243, -4.7793, -4.9870], [-3.3884, -2.4107, -5.4311], [-2.3606, -1.0325, -3.6568], [-4.2414, -2.1615, 0.7342], [-4.5403, -3.5035, 2.7765], [-2.6070, -4.6029, 3.8355], [-0.3631, -4.3880, 2.8422], [-0.0386, -2.9977, 0.8047], [-0.3749, 2.7245, 1.1476], [-0.8942, 4.1917, 3.0891], [-3.2284, 4.4658, 3.8239], [-5.0503, 3.3242, 2.6137], [-4.5496, 1.9022, 0.6748], [-2.7832, 0.9369, -3.5040], [-3.5242, 2.5539, -5.2017], [-3.5400, 4.9671, -4.6866], [-2.8048, 5.7620, -2.4670], [-2.0783, 4.1554, -0.7621], [-2.5902, -0.9614, 6.5736], [-3.5117, -0.7093, 5.5615], [-3.0705, -0.4283, 4.2895], [-1.6923, -0.3807, 4.0044], [-0.7736, -0.6471, 5.0315], [-1.2241, -0.9345, 6.3026], [-1.2995, -0.0604, 2.6569], [-0.0754, 0.1322, 2.1352], [1.2725, 0.3886, 2.4630], [1.6754, 1.5776, 3.1242], [3.0114, 1.8459, 3.3254], [3.9872, 0.9563, 2.8872], [3.6118, -0.2276, 2.2583], [2.2864, -0.5198, 2.0420], [-2.9370, -1.1675, 7.5738], [-4.5691, -0.7142, 5.7751], [-3.7808, -0.2319, 3.5005], [0.2831, -0.6432, 4.8107], [-0.5119, -1.1357, 7.0884], [-2.1550, 0.0144, 1.9831], [0.9201, 2.2759, 3.4521], [3.3133, 2.7485, 3.8370], [5.0306, 1.1807, 3.0409], [4.3765, -0.9294, 1.9614], [1.9960, -1.4653, 1.5877], [5.5305, 3.0445, -2.3061], [4.7903, 2.1620, -2.9619], [4.4457, 0.9910, -2.3730], [3.6906, 0.0673, -3.0135], [3.2377, -1.1059, -2.3354], [1.9904, -0.7996, -1.4629], [1.4954, -1.7343, -0.8194], [1.5653, 0.3726, -1.4404], [3.1132, 0.3377, -4.2728], [2.3161, -0.4158, -4.7608], [3.5432, 1.4939, -4.8561], [4.3460, 2.5076, -4.3207], [4.5850, 3.5116, -4.9269], [4.7709, 0.7618, -1.3680], [4.0149, -1.5075, -1.6825], [2.9450, -1.8577, -3.0760], [3.1882, 1.6684, -5.7936]], "forces_ev_per_angstrom": [[0.005, 0.085, -2.217], [-0.456, -0.041, 0.198], [0.646, 0.124, -0.832], [-1.390, 0.969, 2.156], [1.004, 0.460, -0.106], [0.101, -0.001, 0.249], [-0.061, -0.050, -0.007], [0.065, 0.029, 0.118], [0.019, 0.153, 0.001], [0.102, 0.110, -0.062], [0.416, -0.134, -0.535], [0.035, 0.097, -0.163], [-0.096, 0.005, 0.005], [0.001, 0.011, -0.060], [0.033, 0.042, 0.071], [-0.004, -0.023, -0.270], [-0.840, -1.197, 1.849], [0.560, 0.008, -0.428], [-0.021, -0.057, -0.285], [-0.005, 0.059, 0.048], [0.078, -0.056, -0.041], [-0.118, -0.049, -0.011], [0.091, -0.104, -0.118], [0.934, -0.286, -0.100], [0.127, -0.115, 0.008], [-0.043, -0.065, -0.054], [0.065, -0.029, 0.129], [-0.051, 0.067, -0.106], [0.032, -0.069, 0.195], [-0.015, 0.094, 0.025], [0.017, -0.119, 0.032], [0.027, -0.001, -0.015], [-0.028, -0.049, 0.045], [-0.020, -0.088, 0.022], [-0.049, -0.066, -0.076], [0.020, 0.028, -0.080], [-0.044, 0.000, -0.091], [-0.116, 0.013, 0.034], [-0.101, 0.002, 0.083], [-0.008, -0.065, 0.089], [0.100, -0.014, 0.032], [-0.032, -0.058, 0.113], [-0.030, 0.121, 0.137], [0.087, 0.055, 0.065], [-0.046, 0.077, 0.099], [-0.052, -0.007, 0.042], [-0.125, -0.001, -0.058], [-0.044, -0.045, -0.048], [-0.021, -0.033, -0.065], [-0.042, 0.069, -0.085], [0.008, 0.082, 0.006], [-0.034, 0.092, 0.029], [0.055, 0.081, -0.179], [0.125, -0.021, 0.379], [0.648, 0.086, -0.336], [-0.155, -0.370, 1.141], [-0.314, 0.061, -0.467], [-0.159, -0.016, 0.143], [0.951, 0.538, -1.477], [-1.948, -1.029, 1.583], [0.151, 0.071, -0.956], [0.091, 0.291, -0.207], [-0.336, 0.224, 0.288], [-0.344, -0.323, -0.233], [0.413, -0.100, 0.003], [-0.352, -0.233, 0.006], [-0.017, -0.058, 0.104], [-0.099, -0.049, 0.043], [-0.091, 0.049, -0.138], [0.145, 0.002, 0.060], [0.023, -0.026, 0.081], [0.280, 0.039, 0.067], [-0.089, 0.046, 0.039], [-0.063, 0.059, 0.013], [0.127, 0.013, 0.035], [0.017, -0.085, -0.071], [0.081, 0.190, 0.038], [0.212, 0.295, 0.087], [-0.427, -0.983, 0.286], [0.782, 1.658, -0.280], [-0.520, -0.273, -1.144], [-0.865, -0.252, 0.425], [1.964, 0.968, -1.818], [-1.473, -0.986, 1.658], [0.153, 0.519, -0.080], [0.652, -0.058, 1.188], [-0.618, -0.459, -0.528], [-0.112, 0.199, -0.546], [0.016, -0.423, 0.637], [0.120, 0.309, -0.140], [0.044, -0.010, -0.008], [0.017, -0.023, -0.138], [0.178, 0.090, 0.219], [0.058, -0.039, 0.253]], "largest_force_ev_per_a": 2.8, "total_charge": 2, "lumo_energy_ev": [-8.53, -8.53], "homo_lumo_gap_ev": [3.93, 3.92]}